ORCA calculation (the ωB97M-V functional and the def2-TZVPD basis) on a molecular structure, C13H20F2N7O2Tl.

**Net charge**: +2

XYZ file:
```
45
Properties=species:S:1:pos:R:3:nbo_charge:R:1
Tl 0.18 -0.19 -0.36 0.968
F 1.01 -2.09 -3.03 -0.181
F 2.16 -0.33 -3.05 -0.191
O -1.10 -2.30 -0.16 -0.788
O -0.87 0.50 1.89 -0.639
N 4.04 -2.96 2.90 -0.595
N 3.64 -2.21 1.86 0.210
N -2.32 -4.19 -0.02 -0.789
N 2.41 -1.84 1.69 -0.060
N -2.91 -2.57 -1.52 -0.812
N 2.44 -1.05 0.63 -0.409
N 4.50 -1.72 0.99 -0.235
C 1.03 -0.86 -3.19 0.879
C 0.84 5.29 2.37 0.079
C -0.99 1.46 2.64 0.480
C 2.00 1.68 2.36 -0.649
C -0.53 5.15 2.60 -0.230
C 3.71 -0.99 0.22 0.127
C 1.08 2.87 2.40 0.040
C 1.62 4.14 2.27 -0.234
C -2.60 3.78 3.01 -0.651
C -2.07 -2.99 -0.55 0.804
C -0.31 2.75 2.59 -0.182
C -1.12 3.90 2.75 0.061
C 1.45 6.65 2.28 -0.644
H -2.83 -1.63 -1.88 0.404
H 1.51 0.75 2.61 0.217
H -1.72 -4.55 0.71 0.427
H 2.46 1.59 1.37 0.206
H -3.07 -4.77 -0.34 0.413
H 2.68 4.24 2.11 0.218
H -3.07 4.76 3.02 0.243
H 1.04 7.32 3.03 0.240
H 4.98 -3.31 2.82 0.423
H 4.07 -0.41 -0.62 0.227
H -1.72 1.37 3.47 0.164
H 3.33 -3.57 3.27 0.414
H 2.81 1.84 3.07 0.249
H -3.09 3.18 2.25 0.219
H -2.78 3.32 3.98 0.232
H 2.53 6.61 2.37 0.229
H -3.71 -3.11 -1.79 0.415
H 1.21 7.09 1.30 0.239
H -1.15 6.03 2.69 0.228
H 0.28 -0.38 -3.82 0.234
```

ORCA calculation (the ωB97M-V functional and the def2-TZVPD basis) on 2 unconnected molecules or ions with the total composition C13H20F3N2O5S.

**Net charge**: +1

XYZ file:
```
44
Properties=species:S:1:pos:R:3:nbo_charge:R:1
S -0.02 -1.63 4.00 0.131
F 1.34 0.70 -0.11 -0.319
F 1.94 2.43 -1.22 -0.289
F -0.12 1.80 -1.22 -0.318
O 0.79 2.72 0.59 -0.513
O -2.59 -2.08 3.01 -0.323
O -4.08 -0.55 1.41 -0.629
O 4.07 1.97 -6.25 -0.524
O -1.24 -4.55 0.85 -0.705
N 0.98 1.01 2.93 -0.782
N -2.09 -0.91 2.52 -0.038
C 3.86 1.70 -5.10 0.591
C -0.54 2.79 1.10 -0.116
C 2.45 1.50 -4.58 -0.721
C -1.07 1.48 1.63 0.028
C -0.30 0.68 2.50 0.126
C -2.34 1.07 1.26 -0.256
C -0.85 -0.54 2.93 0.042
C 0.98 1.92 -0.49 1.163
C -2.85 -0.13 1.74 0.517
C -1.98 -2.58 -0.39 -0.652
C -2.64 -3.16 2.02 -0.095
C 4.98 1.55 -4.10 -0.721
C -1.54 -3.15 0.97 0.049
H 1.23 -1.41 3.55 0.172
H 4.87 2.27 -3.29 0.225
H -0.64 -2.66 1.33 0.175
H -4.53 -0.88 2.20 0.512
H 4.97 0.54 -3.67 0.225
H -0.50 3.49 1.93 0.233
H -2.94 1.68 0.62 0.265
H -1.23 3.20 0.37 0.222
H -0.48 -4.62 0.26 0.479
H 2.34 0.49 -4.17 0.221
H 5.93 1.71 -4.59 0.242
H 2.24 2.22 -3.79 0.223
H -3.04 -2.36 -0.39 0.220
H -1.77 -3.28 -1.18 0.245
H -3.63 -3.21 1.57 0.199
H 1.75 1.63 -5.39 0.238
H 1.23 1.97 2.71 0.404
H 1.06 0.89 3.93 0.396
H -2.52 -4.06 2.61 0.246
H -1.48 -1.64 -0.61 0.213
```

ORCA calculation (the ωB97M-V functional and the def2-TZVPD basis) on a molecular structure, C13H20F6N4O8S2.

XYZ file:
```
53
Properties=species:S:1:pos:R:3:nbo_charge:R:1
S -3.77 5.10 1.63 2.223
S -2.29 7.27 1.96 2.221
F -0.10 8.79 1.97 -0.319
F -4.33 2.56 1.04 -0.329
F -0.12 7.27 0.42 -0.327
F -2.37 2.86 1.91 -0.329
F -2.74 3.42 -0.14 -0.322
F 0.25 6.71 2.48 -0.328
O -2.50 7.57 3.36 -0.925
O -4.31 4.91 2.97 -0.929
O 2.02 -1.83 -2.75 -0.523
O 0.02 -0.31 -1.09 -0.686
O -0.73 1.43 0.34 -0.485
O -4.73 5.54 0.64 -0.925
O 4.20 -2.42 -1.97 -0.594
O -2.92 8.20 1.04 -0.924
N 0.42 -3.91 0.35 -0.597
N -2.32 5.74 1.54 -1.195
N 0.28 -4.60 -2.07 -0.546
N -1.64 -4.63 -0.40 -0.593
C 1.74 -4.36 -2.38 -0.267
C -0.25 -4.40 -0.86 0.699
C -0.35 0.24 0.20 0.763
C 3.33 -0.23 -1.17 -0.515
C -3.29 3.42 1.09 0.705
C -0.50 7.53 1.70 0.705
C -0.57 -3.45 1.37 -0.066
C -1.22 -1.98 1.25 -0.447
C 3.23 -1.62 -2.01 0.785
C -0.20 -0.76 1.48 -0.537
C 1.99 -3.14 -3.38 -0.100
C -1.86 -4.41 1.07 -0.238
C 4.82 0.38 -1.16 -0.622
H 2.90 -0.35 -0.12 0.231
H -0.57 -0.15 2.37 0.286
H -1.99 -5.31 1.76 0.241
H 2.08 -5.32 -2.94 0.246
H 0.59 -1.08 -0.85 0.455
H 1.11 -3.16 0.17 0.400
H 5.33 0.31 -0.13 0.229
H 5.46 -0.16 -1.95 0.233
H -2.79 -3.72 1.06 0.241
H -0.08 -3.65 2.39 0.242
H 2.35 -4.33 -1.41 0.256
H 4.75 1.49 -1.45 0.235
H -1.72 -5.66 -0.53 0.401
H -1.83 -1.89 0.27 0.242
H -0.37 -4.94 -2.80 0.447
H 2.95 -3.37 -3.97 0.239
H 1.09 -3.12 -4.11 0.217
H 2.68 0.51 -1.78 0.258
H -2.01 -1.92 2.09 0.256
H 0.90 -1.05 1.52 0.210
```

| no. | E_HOMO (eV) | lowest unoccupied orbital energy (eV) | maximum force (eV/Å) |
| --- | --- | --- | --- |
| 1 | -13.78 | -9.61 | 1.0 |
| 2 | -11.14 | -4.35 | 1.0 |
| 3 | -7.71 | -2.09 | 6.1 |